55
Properties=species:S:1:pos:R:3:mulliken_charge:R:1 method="wB97M-V/def2-TZVPD" e_above_lowest_kcal_mol=0.0 energy_ha=-2203.5299 s2=0.751 orbital_gap_ha="0.23865 / 0.23725" multiplicity=2 total_charge=0 homo_energy_ha="-0.2334 / -0.2335"
C -0.80250 1.17289 -4.25342 -1.18
C -0.92769 0.82605 -2.88065 1.34
N -0.05415 1.38090 -1.94747 -0.05
C 0.81081 2.34622 -2.33521 0.77
C 0.89217 2.76449 -3.66867 -0.94
C 0.09660 2.14356 -4.63785 -0.37
C -2.02236 -0.00375 -2.52379 -1.40
P -2.68008 -0.25875 -0.88158 0.93
Ce -0.14540 0.34076 0.31918 0.29
P 2.31263 1.76764 0.00862 0.87
C 1.80709 2.96715 -1.34208 -1.00
O 0.03410 -3.16893 -5.39674 -0.63
O 0.17521 -4.09863 -0.86127 -0.63
H -1.52284 0.74829 -4.95376 0.36
H 1.65028 3.50696 -3.94062 0.35
H 0.18903 2.42702 -5.68763 0.39
C -4.26124 0.64419 -0.74854 -1.31
C -3.26617 -1.98775 -0.95529 -1.36
H 2.72035 3.25478 -1.89146 0.38
H 1.39065 3.86253 -0.84820 0.40
H -0.33424 -4.00286 -5.05283 0.32
H -2.48441 -0.53007 -3.35903 0.24
C 2.92432 2.96602 1.25260 -1.25
C 3.90371 1.14170 -0.64887 -1.36
H -0.75090 -1.43248 1.09031 0.02
H 0.80735 -4.68056 -0.37096 0.32
H 0.47847 -3.21516 -0.52086 0.30
H 0.84931 -3.15825 -4.77897 0.32
H -1.31243 1.39931 1.00068 -0.16
H 1.08650 -1.75979 0.88894 -0.25
H -5.05764 0.14278 -1.31731 0.38
H -4.49749 0.63541 0.33055 0.34
H -4.15159 1.68158 -1.08407 0.33
H -4.01383 -2.03439 -1.75776 0.45
H -2.43527 -2.67669 -1.15604 0.29
H -3.72605 -2.24654 0.00645 0.38
H 4.69354 1.90491 -0.56061 0.41
H 4.18280 0.26542 -0.04614 0.38
H 3.79448 0.82759 -1.69675 0.35
H 3.96802 3.24697 1.04465 0.37
H 2.28219 3.85989 1.26712 0.38
H 2.86657 2.46667 2.23036 0.34
O 0.12136 -2.64628 2.89097 -0.72
B 0.29932 -1.66104 1.86142 0.78
O 0.43290 -0.33824 2.57125 -0.39
C 0.07323 -0.58255 3.87006 0.55
C -0.04780 0.29777 4.94377 -0.86
C -0.04782 -0.28877 6.21206 -0.52
C -0.03458 -1.67526 6.38536 -0.48
C -0.06000 -2.54389 5.30045 -0.82
C -0.03751 -1.96725 4.04163 0.70
H -0.11827 1.36073 4.76661 0.46
H -0.02986 0.35802 7.08898 0.36
H 0.01209 -2.12796 7.36827 0.38
H -0.03295 -3.62234 5.36413 0.45